# 1
ORCA calculation (wB97M-V/def2-TZVPD) on a structure of composition C32H61As2F3NO4PRuSSeSi3.

Summary:
- HOMO-LUMO gap (alpha / beta): 5.476 / 5.513 eV
- Multiplicity: 2
- Energy relative to the best compared isomer or geometry (same formula, charge and spin): 0.0 kJ/mol
- Total charge: -1
- LUMO energy (alpha / beta): 0.077 / 0.077 Eh

XYZ file:
```
110
Properties=species:S:1:pos:R:3:forces:R:3
Ru 0.098 0.032 0.596 -0.29 -0.06 -0.45
F 6.098 1.361 -8.235 0.00 0.00 0.01
C 4.885 0.884 -8.585 -0.01 0.00 0.02
F 5.104 -0.147 -9.421 0.00 0.00 0.00
F 4.294 1.857 -9.309 -0.01 0.00 0.00
C 4.066 0.496 -7.391 0.00 0.01 -0.01
C 3.506 1.495 -6.604 -0.01 0.00 -0.01
C 2.771 1.161 -5.483 0.01 0.02 0.00
C 2.587 -0.180 -5.130 -0.01 0.00 0.01
C 3.158 -1.173 -5.928 0.02 -0.01 0.00
C 3.895 -0.838 -7.052 -0.01 0.00 0.00
C 1.824 -0.528 -3.971 0.00 0.00 0.01
C 1.179 -0.822 -2.990 0.01 0.16 0.02
H 3.643 2.534 -6.874 0.00 0.00 0.00
H 2.330 1.933 -4.867 0.00 -0.01 0.01
H 3.019 -2.211 -5.656 0.00 0.00 0.00
H 4.332 -1.614 -7.665 0.00 0.00 0.00
S -2.827 -1.861 3.477 -0.05 -0.01 0.00
C -2.912 -2.778 2.031 0.01 0.00 0.01
C -1.993 -2.318 1.152 0.07 -0.06 -0.03
N -1.228 -1.267 1.594 -0.17 -0.08 0.09
C -1.567 -0.931 2.807 0.00 -0.03 0.01
H -3.608 -3.588 1.899 -0.01 -0.01 0.01
H -1.820 -2.715 0.165 0.03 -0.01 0.00
H -1.112 -0.112 3.333 0.05 0.07 0.05
C -1.551 -1.546 -4.484 0.01 0.01 0.01
Si -1.796 -1.816 -2.646 -0.04 0.05 0.06
C -2.390 -3.592 -2.431 -0.02 0.00 -0.02
C -3.082 -0.644 -1.962 0.00 -0.01 -0.01
As 0.199 -1.299 -1.413 0.10 -0.14 0.18
Si 1.453 -3.326 -1.276 -0.06 0.01 -0.07
C 0.779 -4.416 0.087 -0.06 0.06 -0.03
C 1.455 -4.276 -2.904 0.04 0.00 0.01
C 3.182 -2.749 -0.886 0.00 -0.02 0.01
H -2.501 -1.697 -5.005 0.00 0.00 0.00
H -0.820 -2.248 -4.889 0.01 0.00 0.00
H -1.194 -0.538 -4.696 0.00 0.02 0.00
H -3.248 -3.744 -3.095 0.00 -0.01 0.01
H -2.723 -3.818 -1.417 0.02 -0.01 0.01
H -1.624 -4.315 -2.711 0.01 0.00 0.01
H -3.993 -0.658 -2.566 -0.01 -0.01 0.01
H -2.699 0.378 -1.929 0.01 0.01 0.00
H -3.342 -0.908 -0.934 0.00 0.03 -0.01
H -0.204 -4.823 -0.164 -0.03 0.01 -0.01
H 0.702 -3.852 1.018 -0.07 0.01 -0.03
H 1.456 -5.257 0.263 -0.01 0.00 0.00
H 0.558 -4.883 -3.033 -0.02 0.01 0.00
H 2.320 -4.945 -2.940 -0.01 -0.01 0.00
H 1.529 -3.585 -3.747 0.00 0.01 -0.02
H 3.168 -2.099 -0.006 -0.01 0.01 0.02
H 3.593 -2.183 -1.724 0.01 0.02 0.00
H 3.837 -3.603 -0.691 0.01 0.01 0.01
C -0.122 2.838 4.201 0.03 0.02 -0.06
C -1.592 2.698 4.562 -0.09 -0.03 -0.04
C -1.760 1.731 5.728 -0.01 0.00 -0.02
C -2.194 4.053 4.915 -0.01 0.02 0.00
O -2.353 2.105 3.480 0.21 -0.04 0.07
P -2.270 2.536 1.908 -0.11 -0.08 -0.16
O -2.009 3.990 1.773 0.08 0.03 0.06
O -1.415 1.565 1.152 0.10 0.10 0.22
O -3.757 2.111 1.456 -0.11 -0.01 -0.04
C -5.013 2.617 1.933 0.02 -0.01 -0.01
C -5.437 1.799 3.148 0.00 -0.01 0.03
C -5.979 2.380 0.778 0.01 0.00 0.01
C -4.959 4.101 2.272 -0.01 0.02 0.01
H 0.421 3.287 5.036 -0.01 -0.03 0.01
H -0.016 3.490 3.337 0.03 0.04 -0.06
H 0.335 1.873 3.974 0.00 -0.05 -0.05
H -1.230 2.105 6.606 -0.01 0.02 0.01
H -1.348 0.752 5.480 0.00 -0.02 -0.01
H -2.817 1.617 5.979 0.00 -0.02 -0.01
H -1.662 4.490 5.763 0.00 -0.01 0.00
H -3.245 3.936 5.190 0.01 0.00 0.00
H -2.121 4.721 4.058 0.00 0.01 -0.01
H -5.457 0.738 2.891 0.00 -0.01 0.00
H -6.435 2.100 3.477 0.00 0.00 0.00
H -4.732 1.940 3.966 -0.02 -0.01 -0.02
H -5.985 1.323 0.511 0.00 -0.01 -0.01
H -5.663 2.954 -0.094 0.00 0.00 -0.01
H -6.991 2.683 1.055 0.00 0.00 0.00
H -4.289 4.293 3.108 -0.02 0.00 -0.02
H -5.963 4.442 2.537 0.00 0.00 0.00
H -4.594 4.675 1.421 0.01 0.01 0.00
C 2.485 -3.819 3.133 0.02 0.04 -0.04
Si 3.063 -2.043 3.415 -0.03 -0.19 -0.02
C 4.899 -2.021 2.981 -0.02 0.01 -0.02
C 2.927 -1.716 5.267 0.00 0.02 -0.02
Se 1.960 -0.475 2.306 0.33 0.35 0.20
H 3.078 -4.522 3.726 0.01 0.00 0.03
H 2.588 -4.092 2.080 0.05 0.00 0.09
H 1.434 -3.938 3.408 -0.01 0.00 0.00
H 5.473 -2.701 3.617 0.01 -0.02 0.01
H 5.301 -1.012 3.095 0.00 0.00 0.01
H 5.045 -2.318 1.939 0.00 0.00 0.00
H 3.529 -2.421 5.849 0.01 -0.01 0.00
H 1.886 -1.800 5.588 0.00 0.00 0.00
H 3.261 -0.702 5.494 0.00 0.00 0.00
C 1.576 3.429 0.842 -0.10 -0.02 0.02
As 1.259 1.905 -0.325 0.09 0.01 -0.11
C 0.219 2.800 -1.710 0.09 0.00 -0.05
C 2.999 1.835 -1.206 -0.03 -0.16 -0.03
H 2.202 4.166 0.336 0.01 -0.01 0.00
H 2.060 3.088 1.756 0.01 -0.01 0.00
H 0.609 3.874 1.081 -0.03 -0.03 0.06
H 0.771 3.641 -2.134 -0.03 0.03 0.01
H -0.707 3.150 -1.256 -0.01 -0.01 0.02
H -0.016 2.081 -2.497 0.01 0.00 0.00
H 3.288 2.834 -1.534 0.01 0.00 -0.03
H 2.941 1.159 -2.061 0.01 0.04 0.03
H 3.739 1.446 -0.508 -0.02 0.00 0.05
```
Forces are in eV/Å.

***

# 2
ORCA calculation (wB97M-V/def2-TZVPD) on a cluster of 11 separate species, C32H62Cl2N6O18 in total in a non-equilibrium geometry.

Summary:
- HOMO-LUMO gap: 8.930 eV
- Energy relative to the best compared isomer or geometry (same formula, charge and spin): 427.6 kJ/mol
- Structure (SMILES): O=C1OCCO1.O=C1OCCO1.O=C1OCCO1.O=C1OCCO1.CNC(C)=O.CNC(C)=O.CNC(C)=O.CNC(C)=O.CNC(C)=O.CNC(C)=O.ClCCCl
- LUMO energy: -0.003 Eh

XYZ file:
```
120
Properties=species:S:1:pos:R:3:forces:R:3
O -0.932 2.252 4.826 1.40 2.24 -2.31
C -0.332 3.022 4.061 -2.66 -1.36 2.04
O 0.876 2.863 3.646 2.26 -2.84 0.61
C 1.377 3.866 2.844 -1.40 2.82 -0.08
C 0.230 4.937 3.051 1.79 0.29 -1.39
O -0.817 4.163 3.523 -1.80 -0.50 0.79
H 2.324 4.229 3.244 -0.05 -0.32 -0.45
H 1.333 3.616 1.784 0.57 -0.54 0.15
H 0.043 5.321 2.049 -0.58 0.33 0.28
H 0.431 5.750 3.750 0.20 -0.08 0.01
O -1.075 1.011 -5.180 2.22 -1.02 -0.77
C -0.124 0.496 -5.746 -1.61 3.13 1.52
O -0.234 -0.534 -6.536 -1.91 -1.57 0.28
C 0.956 -0.881 -7.092 3.06 -0.14 -1.37
C 1.988 0.094 -6.464 0.52 0.53 -1.28
O 1.150 0.980 -5.777 -1.23 0.26 1.64
H 1.248 -1.920 -6.939 -0.43 0.01 0.12
H 0.910 -0.653 -8.157 -0.04 -0.38 -0.14
H 2.446 0.733 -7.219 0.15 -0.32 -0.37
H 2.818 -0.279 -5.864 -0.63 -0.43 0.36
O 1.083 6.347 -3.040 1.84 -1.72 0.92
C 1.960 5.607 -2.632 -0.88 1.11 -0.34
O 3.275 5.752 -2.847 1.04 0.39 -0.74
C 3.999 4.579 -2.419 0.42 0.11 -0.54
C 3.032 3.987 -1.416 1.13 0.37 0.74
O 1.808 4.532 -1.847 -1.83 -0.85 0.35
H 4.250 3.950 -3.273 -0.72 -0.17 -0.28
H 4.999 4.847 -2.079 -0.35 0.42 0.61
H 3.257 4.359 -0.416 -0.09 0.40 0.15
H 3.058 2.909 -1.258 -0.52 -0.02 -0.75
O -4.768 4.599 -2.217 1.89 -2.36 3.05
C -4.321 3.840 -1.353 -1.63 1.58 -1.19
O -4.513 2.484 -1.370 -1.13 2.07 -2.78
C -4.013 1.850 -0.313 3.60 0.14 3.56
C -3.305 3.050 0.555 -1.61 -2.07 0.04
O -3.692 4.198 -0.165 -0.31 0.09 -1.31
H -4.742 1.276 0.259 -0.09 0.15 -0.11
H -3.124 1.260 -0.534 -0.53 -0.74 -0.60
H -2.232 2.924 0.698 0.12 0.25 -0.68
H -3.722 2.980 1.560 -0.25 0.80 0.03
C -3.395 0.925 3.927 1.51 0.33 -0.55
N -4.727 0.503 3.634 -0.82 0.19 0.98
C -5.055 -0.413 2.677 1.10 -0.21 -1.31
C -6.516 -0.394 2.171 0.24 0.52 0.68
O -4.161 -1.107 2.154 -1.35 0.91 0.58
H -2.973 1.268 2.982 0.54 -0.28 0.00
H -2.725 0.210 4.404 -0.15 -0.38 -0.28
H -3.310 1.801 4.569 -0.75 -0.06 0.07
H -5.356 0.936 4.296 -0.81 -0.43 -0.76
H -7.088 -1.165 2.687 -0.12 0.10 -0.06
H -6.685 -0.472 1.097 0.80 -0.63 -0.02
H -6.931 0.597 2.354 -0.18 -0.09 0.59
C -3.859 -2.612 -0.823 -0.33 -0.11 0.05
N -3.461 -2.818 -2.252 -0.65 0.13 2.67
C -2.777 -1.860 -2.904 1.62 -0.29 -0.86
C -2.310 -2.194 -4.278 -0.78 -0.39 -0.55
O -2.411 -0.777 -2.482 -0.65 0.36 1.41
H -4.929 -2.452 -0.695 -0.04 0.53 -0.46
H -3.316 -1.805 -0.331 -0.09 0.12 -0.51
H -3.731 -3.464 -0.155 0.63 -0.49 -0.57
H -3.508 -3.780 -2.556 0.11 0.49 -0.47
H -1.361 -1.704 -4.495 -0.14 -0.30 0.11
H -3.050 -1.737 -4.934 0.06 -0.07 -0.33
H -2.326 -3.273 -4.433 0.29 0.00 -0.34
C -0.852 -0.225 1.063 0.30 -0.88 -0.54
N -0.584 0.265 -0.315 -1.01 -1.44 2.46
C 0.303 1.199 -0.569 -0.43 1.17 -0.63
C 0.345 1.699 -1.958 1.01 -1.05 -1.61
O 0.995 1.749 0.277 0.60 0.05 1.07
H -1.850 -0.665 1.051 -0.05 0.19 0.24
H -0.723 0.437 1.919 -0.25 0.85 -0.65
H -0.161 -1.019 1.342 0.14 -0.30 -0.31
H -1.081 -0.240 -1.035 -0.11 0.41 -0.37
H 1.420 1.766 -2.122 -0.05 1.20 -0.27
H -0.283 2.566 -2.164 0.54 0.22 0.29
H 0.118 0.978 -2.743 -0.75 -0.36 0.28
C -0.692 -2.514 3.781 0.85 0.81 -0.03
N -0.998 -2.685 5.165 -0.73 2.08 -1.75
C -0.875 -3.814 5.796 0.85 -2.32 1.06
C 0.038 -4.925 5.348 0.86 -0.21 -0.36
O -1.426 -3.932 6.848 -1.61 -0.69 2.96
H 0.374 -2.289 3.743 0.22 -0.27 -0.68
H -1.187 -1.601 3.452 -0.21 -0.35 -0.33
H -0.963 -3.399 3.204 0.01 0.27 -0.31
H -1.721 -2.091 5.546 0.15 -0.12 0.16
H 0.193 -5.703 6.095 -0.66 0.39 0.42
H 1.035 -4.496 5.254 0.13 -0.01 -0.75
H -0.289 -5.479 4.467 0.16 0.46 -0.38
C 1.878 -4.395 -5.652 0.66 -0.30 -0.69
N 1.241 -3.893 -4.484 -1.31 -0.88 0.03
C 1.449 -2.749 -3.818 0.04 -0.83 1.65
C 0.737 -2.567 -2.499 -0.45 -0.14 -0.20
O 2.256 -1.920 -4.140 0.94 1.24 -1.30
H 2.394 -3.647 -6.254 0.10 0.00 0.40
H 1.135 -4.873 -6.290 -0.03 0.02 -0.08
H 2.556 -5.171 -5.296 0.45 -0.01 -0.57
H 0.724 -4.664 -4.085 -0.32 0.77 0.64
H 0.272 -3.468 -2.098 0.05 -0.08 -0.02
H -0.056 -1.839 -2.672 0.04 0.17 0.25
H 1.464 -2.164 -1.793 -0.17 0.01 -0.07
C 2.855 -1.236 0.741 0.05 0.82 -0.91
N 3.706 -2.304 1.270 -1.06 1.17 -1.64
C 3.954 -2.438 2.562 0.54 -0.97 1.21
C 4.929 -3.521 2.913 0.34 -0.37 1.14
O 3.431 -1.816 3.461 -0.49 1.02 0.15
H 2.662 -0.378 1.385 -0.09 -0.80 0.94
H 1.907 -1.548 0.304 -0.07 -0.41 0.37
H 3.341 -0.653 -0.041 0.45 -0.63 -0.45
H 4.021 -3.038 0.652 0.07 0.39 0.02
H 5.900 -3.492 2.420 -0.26 -0.11 -0.36
H 4.442 -4.495 2.860 0.15 -0.14 -0.46
H 5.112 -3.392 3.980 0.13 0.04 -0.04
Cl 3.872 2.935 4.730 0.74 0.38 -0.02
C 4.505 1.714 3.577 -0.89 -0.87 0.06
C 4.391 2.175 2.104 0.11 -0.12 0.48
Cl 5.242 1.051 0.992 0.37 0.07 0.25
H 3.867 0.885 3.885 -0.13 -0.28 -0.98
H 5.489 1.350 3.872 0.25 0.76 -0.22
H 4.853 3.155 1.992 0.03 -0.09 0.00
H 3.391 2.200 1.671 -0.18 0.06 0.61
```
Forces are in eV/Å.